{"formula": "C54H88F20N20O16S8", "method": "the ωB97M-V functional and the def2-TZVPD basis", "symbols": ["S", "S", "S", "S", "S", "S", "S", "S", "F", "F", "F", "F", "F", "F", "F", "F", "F", "F", "F", "F", "F", "F", "F", "F", "F", "F", "F", "F", "O", "O", "O", "O", "O", "O", "O", "O", "O", "O", "O", "O", "O", "O", "O", "O", "N", "N", "N", "N", "N", "N", "N", "N", "N", "N", "N", "N", "N", "N", "N", "N", "N", "N", "N", "N", "C", "C", "C", "C", "C", "C", "C", "C", "C", "C", "C", "C", "C", "C", "C", "C", "C", "C", "C", "C", "C", "C", "C", "C", "C", "C", "C", "C", "C", "C", "C", "C", "C", "C", "C", "C", "C", "C", "C", "C", "C", "C", "C", "C", "C", "C", "C", "C", "C", "C", "C", "C", "C", "C", "H", "H", "H", "H", "H", "H", "H", "H", "H", "H", "H", "H", "H", "H", "H", "H", "H", "H", "H", "H", "H", "H", "H", "H", "H", "H", "H", "H", "H", "H", "H", "H", "H", "H", "H", "H", "H", "H", "H", "H", "H", "H", "H", "H", "H", "H", "H", "H", "H", "H", "H", "H", "H", "H", "H", "H", "H", "H", "H", "H", "H", "H", "H", "H", "H", "H", "H", "H", "H", "H", "H", "H", "H", "H", "H", "H", "H", "H", "H", "H", "H", "H", "H", "H", "H", "H", "H", "H"], "xyz": [[0.839129, -5.526728, -0.791253], [4.625933, -2.351926, -1.048391], [-1.285584, -0.955965, -0.409226], [3.378779, -6.852393, -1.107955], [-0.453296, 1.326017, 0.917108], [5.738259, 4.484263, -3.769582], [6.999594, -2.511162, 0.626947], [3.948850, 4.265305, -1.739450], [4.232928, 2.687033, -5.255165], [2.488557, -8.248030, -0.771626], [1.519807, 3.141489, -2.301783], [5.659930, -1.954598, 3.129473], [-1.550293, -2.249539, 1.913459], [7.229203, -0.604429, 2.678031], [1.512864, 5.278786, -2.406119], [5.647893, 1.723241, -3.927943], [6.357969, 2.824654, -5.651787], [2.773413, -0.864859, -1.999798], [1.692930, 4.301435, -0.547629], [-2.573467, 3.159976, 1.251693], [-2.145472, -3.269167, 0.142583], [-1.701835, 3.135177, -0.684834], [-0.447114, 3.881301, 0.885537], [-0.047313, -6.837172, -1.031277], [7.692094, -2.769926, 3.062508], [3.201067, -0.332970, 0.104873], [-3.466837, -1.743826, 0.903106], [4.659143, 0.206498, -1.446578], [3.615603, -3.274123, -0.748320], [-0.356673, 1.213194, 2.350829], [4.098973, 2.871980, -1.492859], [0.718057, -5.360563, 0.697155], [-1.936421, -1.100526, -1.662483], [4.034421, -6.739910, 0.096403], [4.011359, -7.083165, -2.309368], [6.762129, 4.188384, -2.762842], [0.248426, -4.586450, -1.698403], [7.089296, -3.941746, 0.797016], [6.043826, 5.363632, -4.840832], [0.123969, -1.415708, -0.301967], [0.817463, 1.433491, 0.190903], [8.070617, -1.708874, 0.127716], [5.220250, -2.501291, -2.303449], [4.343414, 5.183658, -0.739869], [-0.852151, -6.841100, -4.579540], [2.824343, -3.578612, 3.149720], [-4.088503, 2.661951, 5.238496], [6.251167, 2.549977, 1.629747], [-9.855656, -6.293414, 3.333492], [-6.237648, 4.315796, -1.369582], [7.161892, 3.690000, 3.227016], [5.562437, -2.018320, 0.205704], [2.360165, 7.899971, -0.283404], [-8.879020, -5.089686, 1.949062], [4.259348, 4.874143, -3.213343], [-5.017834, 2.546706, -1.604210], [1.955157, -2.175652, 4.572002], [0.146285, -0.161071, -4.592098], [1.291855, 9.044563, -1.690795], [0.762528, -8.035277, -5.313208], [-0.862083, 0.986980, -6.126313], [-2.826056, 1.147921, 4.374543], [2.225414, -5.805271, -1.471190], [-1.592140, 0.480084, 0.286518], [-1.662039, -5.805793, -3.875622], [-1.367210, 2.969175, 0.622682], [-2.491467, -0.153512, 3.802735], [-9.359738, -7.150889, 2.431612], [5.591418, 1.422319, 0.892486], [-1.225170, 1.648736, -7.477361], [1.474228, -1.604323, 5.850471], [0.915371, -1.306433, -3.936425], [-9.575353, -5.070520, 3.038592], [7.694311, 4.141307, 2.032042], [-5.154184, 0.309792, -2.670244], [-2.194158, -2.104916, 0.738870], [2.687041, -9.303587, -4.191116], [-6.176301, 3.802839, 4.676881], [-1.371190, -8.001680, -5.047317], [-5.212129, 2.715029, -0.243860], [-7.090282, 5.529199, -1.600567], [2.144046, -8.517079, -5.444992], [-5.935309, 3.837481, -0.117529], [3.046844, 7.760530, -1.508306], [6.863924, -1.927993, 2.495197], [2.076172, 4.185406, -1.842180], [3.766093, -4.513118, 2.582053], [0.264997, 9.934406, -2.389994], [6.355344, 2.681067, 2.928387], [-8.747143, -6.383562, 1.520886], [7.470224, 4.290175, 4.561200], [-0.592565, 1.823603, -5.078512], [0.439102, -2.709185, -4.096830], [2.829838, -3.132835, 4.427780], [-4.235317, 1.423439, -2.181164], [2.813362, 7.350906, 0.956988], [1.333065, -1.979240, 3.286417], [-5.674936, 3.500599, -2.241105], [-4.036008, 1.413778, 4.902359], [-2.093848, 2.317526, 4.522353], [7.062566, 3.501595, 1.059960], [3.772211, -0.737474, -1.038658], [5.498279, 2.811379, -4.695214], [6.122862, 4.328096, 5.362392], [-0.384986, -8.777300, -5.563051], [0.069244, 1.161459, -4.146866], [1.340019, 8.696874, -0.404190], [0.451430, -6.936002, -4.709883], [-2.852745, 3.266397, 5.055256], [-5.261464, 3.349988, 5.787606], [-10.603995, -6.711035, 4.544495], [-8.304912, -3.844618, 1.288965], [1.916767, -2.870578, 2.441016], [-0.379837, -0.192037, -5.766303], [2.329953, 8.490470, -2.396394], [1.464478, -0.077935, 5.835895], [-6.837919, -3.865097, 0.947686], [2.032010, 7.818172, 2.188627], [2.459402, 8.699240, -3.452915], [4.647031, -4.539787, 3.206382], [-1.433089, -0.350108, 3.958147], [-6.800363, 5.992116, -2.541419], [-2.790638, 4.340078, 5.249822], [3.294848, -5.494032, 2.598158], [2.139631, -2.098439, 6.528364], [3.814773, 7.722272, 1.101202], [0.549257, -1.262578, 3.193819], [7.816354, 5.315804, 4.443245], [6.180811, 5.078398, 6.147545], [3.545229, -3.515388, 5.168729], [0.485305, 1.505614, -3.228045], [5.879030, 1.990024, 3.596855], [1.200642, -3.347356, -3.584809], [-0.517830, -9.677922, -6.155986], [-6.294881, 4.345299, 0.765884], [5.329246, 4.497558, 4.637282], [2.501124, 7.292851, 2.979163], [8.184089, 3.647194, 5.064232], [-4.946660, 4.176570, 6.490190], [-5.815176, 4.610028, 4.015749], [-9.365328, -8.214074, 2.536322], [0.264102, -3.072952, -5.125127], [2.568521, -8.826399, -3.227726], [-8.938034, -3.786583, 0.386619], [-3.008282, -0.949955, 4.367157], [2.112580, 8.890683, 2.386980], [-2.389024, -8.328884, -5.194685], [6.159917, 0.494728, 0.805509], [-0.395155, -1.070123, -6.393323], [-2.156161, 2.159615, -7.324792], [-0.942053, -5.000765, -3.745448], [-0.434310, -2.770531, -3.461219], [5.266339, 1.812788, -0.105762], [-8.582298, -3.088641, 2.058462], [-0.415444, 2.312437, -7.760653], [-9.768905, -4.185025, 3.629345], [3.890770, 7.108442, -1.619086], [-11.315472, -7.515611, 4.310501], [-6.939440, 6.294024, -0.845817], [-5.802866, -0.117392, -1.916224], [0.682392, 8.859754, 0.411871], [-5.748903, 2.645176, 6.489659], [-3.558427, 1.202638, -1.342230], [2.068724, -9.240620, -6.278598], [-9.873446, -6.979604, 5.308075], [1.732974, -2.956752, 1.367248], [-6.505766, 2.945540, 4.068612], [-4.578126, -0.572748, -2.922942], [-8.273857, -6.670084, 0.587785], [0.689273, 10.427374, -3.284554], [-4.813303, 1.980907, 0.456902], [-1.337637, 0.881118, -8.228279], [2.319236, -10.324255, -4.225419], [1.152996, -6.178204, -4.358687], [-7.043626, 4.227155, 5.119301], [3.850282, -4.308421, 1.502953], [-0.956012, 2.817522, -5.150554], [5.933165, 3.331192, 5.755019], [-2.514972, -5.459525, -4.512519], [-11.205066, -5.951698, 5.031520], [0.473140, -2.020723, 6.013614], [4.681865, 1.098476, 1.443866], [8.366960, 4.968652, 2.078762], [-6.705532, -2.952332, 0.339151], [3.754545, -9.367265, -4.409653], [2.420284, 0.177166, 5.414177], [-4.923987, 0.761506, 4.929138], [-3.705385, 1.910931, -3.033315], [-1.110540, 2.459926, 4.107514], [2.771317, -7.695577, -5.846419], [7.072795, 3.561897, 0.002461], [0.641975, 0.237007, 5.204540], [1.341014, 0.286546, 6.861199], [-0.565082, 9.267479, -2.644999], [-8.154226, 5.299884, -1.663871], [0.717757, -1.050924, -2.901292], [-0.071997, 10.662531, -1.629319], [-6.612654, -4.737645, 0.326948], [-6.163279, -3.802229, 1.823474], [1.005992, 7.399976, 2.158271], [1.958355, -1.232917, -4.223418], [-2.717268, -0.075328, 2.776884], [2.839836, 6.256883, 0.899019], [-2.012023, -6.201403, -2.922447], [-5.779129, 0.532825, -3.513947], [-5.808553, 3.615750, -3.293500]], "forces_ev_per_a": [[0.98, 0.07, 2.36], [1.54, 1.27, 2.76], [3.76, -0.72, 1.91], [-4.83, -1.24, 0.53], [2.06, 1.52, -1.17], [0.50, -1.32, 0.42], [-1.42, -0.01, 1.70], [-1.29, -0.37, -3.48], [0.98, 0.49, 0.56], [0.55, 1.28, -0.89], [-0.41, -2.02, -1.38], [0.18, -0.75, -0.38], [-0.74, 0.65, -0.13], [0.46, -1.18, -0.17], [0.08, -0.02, -0.78], [0.19, 0.65, -0.12], [0.98, -0.34, -1.01], [1.01, 0.70, 1.15], [0.01, -0.29, 0.69], [1.45, -0.09, 0.52], [-0.43, -0.77, -0.25], [0.33, -0.39, 0.26], [-0.86, 0.65, 0.85], [0.18, -0.06, -0.04], [0.26, 0.46, 1.23], [0.28, -0.42, -0.65], [-0.23, 0.15, 0.54], [-1.22, -0.74, 0.16], [-2.27, -1.73, 1.19], [-0.18, -0.01, 0.33], [1.01, -0.96, 0.16], [0.51, -0.09, -3.74], [-0.88, 0.36, -0.81], [1.83, 1.14, 2.91], [2.03, -0.83, -2.81], [-1.69, 0.40, -0.81], [-0.97, 0.54, 0.60], [0.24, 0.89, -0.57], [-0.02, 0.48, -0.21], [-3.11, 1.28, -0.11], [-2.56, -0.12, 1.04], [0.10, -0.32, -0.15], [1.37, 0.30, -2.07], [0.10, 1.04, 1.74], [-2.28, -0.02, 0.84], [0.30, 1.00, 1.34], [0.02, 1.96, 1.49], [0.22, -0.94, -0.77], [-2.65, -1.54, 3.42], [-0.67, 0.97, 1.00], [1.03, 0.22, 0.18], [-0.60, 0.04, -0.95], [1.76, -0.78, -1.06], [2.16, 1.18, -2.47], [0.64, -1.29, 1.43], [-0.43, -0.33, 0.39], [-2.04, 0.95, -1.83], [1.20, -0.24, 1.02], [-1.54, 1.99, -1.61], [0.99, -1.95, -0.53], [-0.22, 1.42, -1.23], [-0.94, 0.76, 1.47], [-0.56, -0.66, 0.95], [-0.51, -1.90, -1.02], [0.62, 0.14, -0.98], [0.21, -0.35, -1.35], [0.74, -0.22, 1.59], [0.50, -0.68, -0.53], [-1.35, 0.52, -0.20], [0.54, -1.64, 1.32], [-0.32, -0.72, -0.86], [-0.22, 1.33, 0.36], [0.06, 1.78, 0.91], [-0.14, 1.35, 1.45], [0.56, -0.95, 0.63], [1.39, -0.25, -0.69], [0.33, 0.67, -1.77], [-0.10, 0.00, -0.61], [-0.90, -1.90, -1.57], [0.53, -0.61, -0.52], [0.30, -0.18, -0.78], [0.35, -1.12, -0.52], [-0.77, 0.64, 1.03], [-1.00, 0.24, 0.66], [-0.21, 0.85, -1.49], [0.64, 3.71, 2.03], [-0.67, -1.25, -0.74], [0.28, -0.73, 1.44], [-0.59, -0.60, 1.02], [0.75, 0.03, -1.29], [-1.84, -0.66, 0.21], [-0.73, 1.06, -0.85], [-0.18, -0.59, 0.08], [1.45, -1.50, -0.81], [-0.39, 1.04, -0.54], [0.34, -0.19, 1.41], [0.96, -0.63, 1.79], [-0.09, 0.19, -0.55], [-0.46, -1.48, -1.16], [1.85, -0.67, -1.39], [-0.45, -1.19, -1.44], [-0.01, 0.55, -1.38], [-1.88, 0.01, 1.00], [1.06, -0.55, -0.80], [-0.11, 1.18, 0.47], [0.43, -1.31, 1.17], [-0.09, -0.16, -1.46], [0.87, 2.33, 0.88], [-1.96, 0.70, 0.31], [0.00, 0.28, 1.28], [0.04, -0.51, 0.46], [-1.80, -0.82, 0.90], [-1.07, 1.21, -0.54], [-0.64, -1.42, -2.69], [0.20, -0.07, 0.45], [0.10, -1.37, 0.43], [0.05, 0.34, 0.03], [-0.60, -0.69, -1.10], [0.05, -0.18, 0.33], [0.45, 0.17, -0.45], [-0.04, 0.20, -0.28], [0.08, -0.18, -0.08], [0.51, -0.67, -0.08], [0.06, -0.21, 0.15], [0.28, 0.36, 1.05], [0.59, -0.20, -0.12], [-0.12, 0.25, -0.32], [0.29, -0.31, -0.37], [-0.24, -0.15, 0.00], [-0.62, 0.29, -0.31], [0.09, -0.19, 0.40], [-0.06, 0.14, 0.35], [-0.50, 0.46, -0.51], [0.66, 0.17, 0.37], [0.06, -0.10, -0.13], [-0.16, 0.56, 0.22], [0.48, -0.31, 1.08], [0.31, 0.25, 0.01], [0.01, -0.73, -1.11], [0.43, -0.53, 0.33], [-0.40, -0.28, 0.01], [0.11, 0.21, 0.40], [-0.23, 0.12, -0.02], [0.44, 0.62, 0.33], [-0.15, 0.51, -0.54], [-0.32, -0.19, -0.14], [-0.31, 0.86, 0.57], [0.67, 0.61, -0.04], [-0.02, 0.04, 0.00], [-0.32, 0.29, -0.01], [-0.45, 0.19, 0.49], [-0.54, -0.55, -0.23], [0.51, -0.37, 1.13], [0.30, -0.04, -1.04], [0.01, 0.05, 0.14], [-0.24, -0.27, -0.07], [0.19, 0.04, 0.07], [0.63, 0.08, -0.03], [0.26, -0.35, 0.34], [-0.26, 0.45, 0.60], [-0.61, 0.65, 0.08], [-0.01, 0.22, -0.63], [0.09, -0.55, -0.80], [0.28, 0.31, 0.35], [-0.09, -0.51, -0.18], [0.28, -0.35, 0.46], [0.15, 0.29, 0.12], [0.54, 0.06, -0.36], [0.03, 0.22, 0.34], [-0.07, -0.39, 0.72], [-0.08, 0.58, -0.22], [-0.07, -0.20, -0.10], [-0.30, 0.02, 0.25], [-0.12, -0.39, -0.01], [-0.97, 0.25, 0.46], [0.71, 0.27, 0.57], [0.19, 0.73, 0.24], [-0.01, 0.09, 0.42], [0.82, -0.53, 0.42], [0.06, 0.69, -0.63], [0.17, 0.08, 0.08], [0.48, 0.62, -0.22], [0.25, 0.21, -0.41], [0.27, -0.46, 0.17], [0.07, -0.06, 0.33], [0.27, 0.81, -0.08], [0.91, 0.19, 0.05], [0.06, -0.77, 0.70], [0.12, -0.50, 0.10], [-0.29, -0.34, 0.77], [0.35, 0.27, -0.76], [0.02, 0.42, -0.13], [0.07, 0.11, -0.33], [0.11, 0.38, -0.20], [0.19, -0.37, 0.15], [0.85, -0.11, 0.25], [0.16, -0.20, -0.67], [0.22, 0.22, 0.14], [-0.44, -0.22, -0.47], [0.25, 0.72, 0.07], [0.05, 0.55, 0.10], [-0.17, -0.51, -1.20], [0.00, 0.30, -0.12], [0.17, 0.12, -0.10], [-0.11, 0.56, -0.46], [0.27, -0.11, -0.47]], "mulliken_charge": [1.258, 0.651, 1.033, 1.071, 0.723, 0.896, 1.037, 0.640, -0.274, -0.394, -0.039, -0.132, -0.090, -0.246, -0.227, -0.170, -0.195, 0.088, -0.296, -0.115, -0.124, -0.188, -0.166, -0.302, -0.224, 0.177, -0.175, -0.231, -0.303, -0.588, -0.087, -0.668, -0.673, -0.559, -0.559, -0.551, -0.678, -0.637, -0.647, 0.133, -0.011, -0.634, -0.680, -0.620, 0.178, 0.347, 0.167, 0.613, 0.016, 0.151, 0.170, 0.021, 0.327, 0.126, -0.530, 0.422, 0.403, 0.688, 0.103, 0.183, 0.112, 0.381, -0.238, -0.387, -0.393, -0.034, -0.568, -0.463, -0.554, -0.870, -0.523, -0.171, 0.126, -1.040, -1.331, -0.051, -0.776, -1.037, -0.497, -0.726, -0.821, -0.687, -0.680, -1.101, 0.499, 0.215, -0.717, -0.818, -0.355, -0.287, -0.293, -1.177, -0.703, -0.166, 0.647, 0.312, -0.674, -0.068, -0.052, -0.368, -0.361, -0.166, 0.635, -1.083, -0.296, -1.037, -0.082, -0.052, -0.719, -0.750, -0.888, -0.466, -0.958, -0.067, -0.490, -0.670, -0.775, -1.944, 0.501, 0.400, -0.272, 0.352, 0.458, 0.393, 0.370, 0.328, 0.513, 0.366, 0.377, 0.395, 1.312, 0.612, 0.309, 0.402, 0.592, 0.321, 0.476, 0.263, 0.376, 0.286, 0.461, 0.446, 0.087, 0.279, 0.475, 0.422, 0.416, 0.336, 0.428, 0.308, -0.199, 0.173, -0.222, 0.234, 0.352, 0.333, 0.904, 0.343, 0.345, 0.397, 0.471, 0.356, -0.631, 0.341, 0.364, 0.781, 0.308, 0.298, 0.380, 0.318, 0.556, 0.364, 0.386, 0.410, 0.473, 0.007, 0.659, 0.299, 0.407, 0.352, 0.313, 0.319, 0.462, 0.221, 0.346, 0.295, 0.423, 0.230, 0.621, 0.405, 0.749, -0.030, 0.438, 0.325, 0.326, -0.232, 0.325, 0.350, 0.295, 0.461, 0.195, 0.268, 0.186, 0.329, 0.436, 0.497], "total_charge": 4, "energy_ev": -260980.578, "gap_ha": 0.2393, "largest_force_ev_per_a": 5.0, "lumo_ev": -7.2}